{"formula": "C2H6O2", "method": "wB97M-V/def2-TZVPD", "elements": ["C", "O", "H", "H", "C", "O", "H", "H", "H", "H"], "positions_angstrom": [[3.401, 2.634, 0.017], [3.726, 1.446, 0.207], [4.193, 3.471, -0.108], [2.418, 2.867, -0.100], [-2.165, -1.442, 0.007], [-2.963, -2.582, 0.059], [-2.510, -0.764, -0.856], [-2.527, -0.608, 0.665], [-1.039, -1.552, -0.039], [-2.535, -3.471, 0.148]], "mulliken_charge": [-0.045, -0.409, 0.197, 0.257, -0.453, -0.512, 0.188, 0.216, 0.247, 0.316], "gap_ev": 10.395, "relative_energy_kj_mol": 232.91, "total_charge": 0, "smiles": "C=O.CO"}

***

{"formula": "C2H6O2", "method": "wB97M-V/def2-TZVPD", "elements": ["C", "C", "O", "H", "H", "H", "H", "H", "H", "O"], "positions_angstrom": [[-0.318, -1.250, 0.367], [0.298, -0.842, -0.713], [0.969, 0.420, -0.763], [-0.777, -2.267, 0.309], [-0.322, -0.744, 1.349], [0.348, -1.382, -1.690], [1.715, 0.357, -1.317], [-1.370, 1.854, 1.058], [-0.055, 1.660, 0.375], [-0.488, 2.193, 1.025]], "mulliken_charge": [-0.493, 0.384, -0.325, 0.277, 0.383, 0.348, 0.383, 0.322, 0.314, -0.594], "multiplicity": 2, "gap_ev": [9.917, 5.054], "relative_energy_kj_mol": 159.01, "s_squared": 0.758, "total_charge": 1}

***

{"formula": "C2H6O2", "method": "wB97M-V/def2-TZVPD", "elements": ["O", "C", "H", "H", "C", "O", "H", "H", "H", "H"], "positions_angstrom": [[0.428, 0.177, 1.909], [-0.311, 0.039, 2.815], [-0.874, -0.927, 2.897], [-0.460, 0.832, 3.590], [0.521, -0.071, -2.046], [-0.641, 0.620, -1.588], [0.252, -0.939, -2.636], [1.073, 0.618, -2.678], [1.166, -0.358, -1.213], [-1.154, 0.010, -1.050]], "mulliken_charge": [0.147, 0.147, 0.347, 0.353, -0.459, -0.486, 0.272, 0.225, 0.184, 0.270], "multiplicity": 2, "gap_ev": [5.720, 2.226], "relative_energy_kj_mol": 274.84, "s_squared": 0.758, "total_charge": 1}

***

{"formula": "C2H6O2P", "method": "wB97M-V/def2-TZVPD", "elements": ["C", "C", "O", "O", "P", "H", "H", "H", "H", "H", "H"], "positions_angstrom": [[-1.890, 1.071, -1.013], [1.129, -1.200, -0.142], [-2.459, -1.479, -0.016], [-1.143, 0.217, 1.384], [-1.458, -0.314, -0.098], [-2.380, 0.818, -1.978], [-1.192, 2.024, -1.089], [1.944, -0.402, -0.395], [1.247, -1.368, 0.908], [1.290, -2.132, -0.668], [-0.293, -0.159, 1.669]], "mulliken_charge": [-0.708, -1.117, -0.696, -0.463, 0.657, 0.199, 0.163, 0.183, 0.250, 0.229, 0.303], "gap_ev": [7.127, 7.126], "relative_energy_kj_mol": 314.19, "total_charge": -1}

***

{"formula": "C2H6O2S", "method": "wB97M-V/def2-TZVPD", "elements": ["C", "S", "H", "H", "H", "H", "O", "C", "O", "H", "H"], "positions_angstrom": [[-0.489, -0.549, -2.338], [0.060, -1.579, -0.913], [-1.150, -1.187, -3.064], [-1.268, 0.172, -2.149], [0.334, 0.109, -2.748], [-0.582, -2.685, -1.489], [-0.505, 2.242, 1.637], [0.323, 1.407, 2.008], [0.762, 0.541, 1.159], [0.502, 1.283, 3.104], [0.156, 0.153, 0.577]], "mulliken_charge": [-1.706, 0.275, 0.448, 0.420, 0.462, -0.243, -0.472, -0.250, -0.284, 0.244, 0.105], "multiplicity": 2, "gap_ev": [2.879, 8.328], "relative_energy_kj_mol": 38.40, "s_squared": 0.751, "total_charge": -1}

***

{"formula": "C2H6O2S", "method": "wB97M-V/def2-TZVPD", "elements": ["C", "C", "O", "O", "S", "H", "H", "H", "H", "H", "H"], "positions_angstrom": [[1.411, 0.839, 0.752], [-1.640, -0.507, -0.743], [0.429, -1.695, 0.139], [0.703, 1.098, -0.340], [0.133, -0.948, -1.042], [1.230, 1.531, 1.491], [2.466, 1.022, 0.489], [1.158, -0.131, 1.164], [-2.265, -1.245, -1.091], [-1.830, 0.367, -1.207], [-1.796, -0.332, 0.385]], "mulliken_charge": [-0.538, -0.818, -0.473, -0.526, 0.608, 0.287, 0.226, 0.277, 0.368, 0.343, 0.245], "gap_ev": [8.512, 8.514], "relative_energy_kj_mol": 328.61, "total_charge": 0}

***

{"formula": "C2H6O2S2", "method": "wB97M-V/def2-TZVPD", "elements": ["C", "S", "S", "H", "H", "H", "H", "O", "C", "O", "H", "H"], "positions_angstrom": [[-1.458, -2.729, 0.499], [-0.603, -1.321, -0.310], [-1.074, 0.336, 1.336], [-2.474, -2.846, 0.126], [-0.813, -3.561, 0.248], [-1.484, -2.574, 1.577], [0.026, 0.007, 2.046], [2.418, 0.786, -1.371], [1.933, 1.888, -1.327], [1.034, 2.295, -0.450], [2.137, 2.565, -2.168], [0.847, 1.542, 0.161]], "mulliken_charge": [-0.704, -0.324, -0.641, 0.212, 0.217, 0.228, 0.093, -0.477, 0.137, -0.344, 0.329, 0.273], "multiplicity": 2, "gap_ev": [4.811, 7.212], "relative_energy_kj_mol": 0.00, "s_squared": 0.754, "total_charge": -1}

***

{"formula": "C2H6O2Yb", "method": "wB97M-V/def2-TZVPD", "elements": ["O", "O", "H", "Yb", "H", "C", "C", "H", "H", "H", "H"], "positions_angstrom": [[-1.209, 1.591, 2.164], [0.265, -1.143, 0.561], [0.867, -1.752, 1.008], [-1.549, -0.450, 1.807], [-0.409, 2.067, 2.380], [0.907, -0.471, -0.486], [-0.003, 0.140, -1.476], [1.873, -0.906, -0.741], [-0.843, -0.528, -1.745], [-0.461, 1.067, -1.089], [0.561, 0.385, -2.383]], "mulliken_charge": [-0.797, -0.237, 0.366, 0.944, 0.273, 0.080, -0.923, 0.332, 0.315, 0.343, 0.303], "multiplicity": 2, "gap_ev": [3.929, 4.539], "relative_energy_kj_mol": 260.16, "s_squared": 1.164, "total_charge": 1}